H3N2PS | ωB97M-V with the def2-TZVPD basis set

Structure (ORCA input):
```
! RIJCOSX wB97M-V def2-TZVPD def2/J DEFGRID3
* xyz 0 1
N -3.5825 0.3801 0.2020
N -3.1377 1.4426 0.5769
P -4.0841 -0.8979 -0.2922
S 0.9615 -1.3544 -0.1101
H -2.7712 1.3533 1.5113
H 1.4843 -2.3404 0.7733
H 0.9743 -2.2290 -1.0251
*
```

frontier orbital gap (spin up / spin down) = 8.277 / 8.276 eV
ΔE to the lowest compared entry with this formula, charge and spin = 108.2 kJ/mol
HOMO (spin up / spin down) = -8.3 / -8.3 eV
F_max = 3.815 eV/Å

---

C4H6O2 | ωB97M-V with the def2-TZVPD basis set

Structure (ORCA input):
```
! RIJCOSX wB97M-V def2-TZVPD def2/J DEFGRID3
* xyz 0 1
O -2.3271 -0.1590 -0.9853
C -1.2558 -0.1175 -0.2029
C 0.0484 0.5692 -0.5227
C 0.4214 0.0083 0.8817
O 1.4254 0.0684 1.5468
C -0.9143 -0.5939 1.0189
H -3.0293 -0.6623 -0.5480
H 3.5104 0.0724 -0.8080
H 0.0085 1.6606 -0.5951
H 0.6165 0.1562 -1.3618
H 3.1198 0.1349 -0.1760
H -1.4105 -1.1793 1.7839
*
```

frontier orbital gap = 9.949 eV
ΔE to the lowest compared entry with this formula, charge and spin = 242.5 kJ/mol
HOMO = -9.6 eV
F_max = 0.544 eV/Å

---

C6H4O7P | ωB97M-V with the def2-TZVPD basis set

Structure (ORCA input):
```
! RIJCOSX wB97M-V def2-TZVPD def2/J DEFGRID3
* xyz -1 1
O -2.9768 -1.7028 1.4315
C -2.1018 -1.1252 0.8348
O -0.8188 -1.0962 1.2572
C -0.0752 -0.1334 0.5040
C 1.3727 -0.4115 0.1698
P 1.7057 -1.8595 -0.7699
O 3.1371 -2.0498 -1.0630
C 2.2058 0.6933 0.6182
O 3.3983 0.8092 0.4338
O 1.6084 1.8949 1.3568
C -0.9740 0.1671 -0.6557
O -0.5620 0.9098 -1.7084
C -2.1906 -0.3456 -0.4114
O -3.3424 -0.2183 -1.1371
H -0.0596 0.7721 1.1338
H 2.4020 2.4003 1.5573
H 0.4080 0.9497 -1.6598
H -3.1367 0.3461 -1.8919
*
```

frontier orbital gap = 8.111 eV
HOMO = -5.1 eV
SMILES = O=C1O[C@@H](/C(=P/[O-])C(=O)O)C(O)=C1O
F_max = 2.595 eV/Å

---

C4H9N4S | ωB97M-V with the def2-TZVPD basis set

Structure (ORCA input):
```
! RIJCOSX wB97M-V def2-TZVPD def2/J DEFGRID3
* xyz 1 1
C 0.1145 -0.5456 -0.0906
C 0.5143 2.2701 1.8986
C 0.3271 0.3836 -2.5072
C -0.8410 -2.8982 0.0330
N 0.1778 0.0221 1.0617
N 0.4551 1.5799 -0.4180
N 0.3172 1.3234 0.8091
N 0.3290 0.4553 -1.0282
S -2.1019 -2.5182 1.1024
H -0.4924 2.8800 2.0462
H 0.8091 1.6473 2.7392
H 1.2983 2.9190 1.5710
H 1.1152 1.0405 -2.8781
H 0.5913 -0.6444 -2.8527
H -0.6971 0.5561 -2.8054
H -0.9761 -2.7619 -1.0507
H 0.2159 -3.2180 0.2400
H -1.1565 -2.4910 2.1297
*
```

frontier orbital gap = 8.304 eV
ΔE to the lowest compared entry with this formula, charge and spin = 526.4 kJ/mol
HOMO = -13.2 eV
F_max = 2.994 eV/Å